# 1
Here is a single C21H26N4O3S molecule at a distorted geometry from the OMol25 dataset. Energies are from wB97M-V/def2-TZVPD.

Cartesian coordinates (Å):
C (5.0875, 2.6797, 2.0079)
H (4.9450, 3.6635, 2.4462)
H (4.7522, 1.9257, 2.7165)
H (6.1453, 2.5272, 1.8108)
C (4.2950, 2.5691, 0.7079)
N (4.5480, 1.3062, 0.0876)
C (3.6767, 0.4145, -0.0126)
N (3.9105, -0.8011, -0.5863)
C (2.8646, -1.6909, -0.6583)
O (2.9516, -2.7947, -1.1538)
C (1.6504, -1.1136, -0.0743)
C (0.4835, -1.7917, -0.0583)
C (-0.7787, -1.3656, 0.4423)
C (-1.0980, -0.2079, 1.1229)
N (-2.4263, -0.1669, 1.4050)
C (-3.0225, -1.2957, 0.8924)
C (-4.3539, -1.6966, 0.9018)
C (-4.6622, -2.9024, 0.3075)
C (-3.6755, -3.6932, -0.2847)
C (-2.3550, -3.2991, -0.3006)
C (-2.0152, -2.0862, 0.2917)
H (-1.5997, -3.9168, -0.7613)
H (-3.9592, -4.6310, -0.7377)
H (-5.6867, -3.2424, 0.2992)
H (-5.1250, -1.0923, 1.3570)
C (-3.0948, 0.9742, 1.9578)
H (-2.4917, 1.4144, 2.7561)
H (-4.0572, 0.6724, 2.3791)
C (-3.3358, 2.0734, 0.9027)
O (-3.2326, 3.2486, 1.1691)
N (-3.6588, 1.5932, -0.3124)
H (-3.7347, 0.5957, -0.4514)
C (-3.8132, 2.4255, -1.4841)
H (-4.8494, 2.3680, -1.8332)
C (-2.8766, 2.0003, -2.6287)
O (-1.5986, 2.5751, -2.5954)
C (-0.7754, 2.1520, -1.5332)
H (0.2243, 2.5177, -1.7592)
H (-1.0962, 2.5721, -0.5754)
H (-0.7506, 1.0577, -1.4591)
H (-3.3030, 2.3338, -3.5776)
H (-2.8020, 0.8992, -2.6420)
H (-3.5943, 3.4528, -1.1848)
H (-0.4554, 0.5899, 1.4398)
H (0.5216, -2.7774, -0.5054)
S (1.9517, 0.5014, 0.5282)
C (5.2290, -1.1446, -1.0808)
C (6.1830, -1.4684, 0.0612)
H (5.8052, -2.3056, 0.6437)
H (6.2908, -0.6020, 0.7084)
H (7.1571, -1.7331, -0.3397)
H (5.0937, -2.0136, -1.7294)
H (5.6044, -0.2963, -1.6574)
H (3.2213, 2.7101, 0.9083)
H (4.6293, 3.3425, 0.0096)

Atoms 1-6, force components in eV/Å:
C -0.20 0.04 -0.23
H 0.02 0.10 0.11
H 0.00 -0.06 0.09
H 0.10 -0.01 0.01
C -0.16 0.19 0.24
N 0.47 -0.41 -0.30

Energy above the lowest of the compared OMol25 structures with the same formula, charge and spin (kcal/mol): 29.9
E (eV): -45137.98283
Molecular weight (g mol⁻¹): 414.53
LUMO level (Ha): -0.003
SMILES string: CC/N=C1\S/C(=C\c2cn(CC(=O)NCCOC)c3ccccc23)C(=O)N1CC



# 2
Here is a single C21H26O11P2 molecule from the OMol25 dataset. Energies are from wB97M-V/def2-TZVPD.

Cartesian coordinates (Å):
C (3.0128, 2.6046, 3.3605)
C (2.1768, 3.7740, 2.8560)
O (2.5070, 4.1958, 1.5180)
P (2.1994, 3.2437, 0.2923)
O (2.9884, 1.9999, 0.1962)
C (0.4377, 2.8583, 0.2658)
C (0.0945, 1.6922, 1.2220)
C (-0.8647, 0.6465, 0.6981)
C (-0.9015, -0.5721, 1.2459)
O (-0.1292, -0.9043, 2.3307)
C (1.1062, -1.4951, 2.0714)
O (2.0939, -0.9857, 2.4990)
C (1.0837, -2.7868, 1.3264)
C (1.0015, -2.7882, -0.0623)
C (1.0205, -3.9893, -0.7554)
C (1.1149, -5.1862, -0.0608)
C (1.1838, -5.1783, 1.3259)
C (1.1748, -3.9834, 2.0246)
C (-1.8754, -1.6134, 0.8125)
O (-2.1116, -2.5631, 1.5195)
C (-2.5472, -1.4424, -0.5186)
C (-3.2493, -2.6535, -1.0547)
C (-4.7495, -2.7118, -0.6829)
O (-4.9725, -3.3898, 0.5446)
C (-2.5214, -0.2173, -1.0813)
P (-3.3992, 0.1216, -2.6320)
O (-4.8361, 0.2236, -2.3989)
O (-2.7650, 1.4347, -3.2886)
O (-3.0079, -1.0551, -3.6499)
C (-1.8562, 0.9277, -0.3802)
O (-2.1402, 2.0685, -0.6708)
O (2.4801, 4.2887, -0.8728)
C (2.3967, 3.8107, -2.2241)
C (3.7410, 3.3263, -2.7522)
H (3.9639, 2.5623, 2.8341)
H (3.2389, 2.7793, 4.4146)
H (2.5046, 1.6446, 3.2962)
H (1.1046, 3.5845, 2.9402)
H (2.3725, 4.6505, 3.4714)
H (0.1422, 2.6542, -0.7576)
H (-0.1188, 3.7503, 0.5600)
H (-0.3285, 2.0976, 2.1413)
H (1.0181, 1.1581, 1.4466)
H (0.9357, -1.8552, -0.6101)
H (0.9715, -3.9719, -1.8363)
H (1.1376, -6.1188, -0.6077)
H (1.2491, -6.1179, 1.8580)
H (1.2407, -3.9699, 3.1046)
H (-3.1217, -2.7391, -2.1291)
H (-2.8030, -3.5403, -0.6014)
H (-5.1685, -1.7060, -0.6451)
H (-5.2636, -3.3154, -1.4270)
H (-4.7240, -2.8208, 1.2786)
H (-1.9655, 1.2703, -3.7994)
H (-2.1647, -0.9583, -4.1040)
H (1.6416, 3.0304, -2.3333)
H (2.0515, 4.6607, -2.8123)
H (4.3629, 2.9381, -1.9502)
H (4.2638, 4.1154, -3.2910)
H (3.5722, 2.5164, -3.4648)

Atoms 1-6, force components in eV/Å:
C -0.04 0.14 0.32
C 0.23 0.18 0.39
O -0.30 -0.07 -0.01
P 0.58 -0.62 -0.38
O -0.16 0.15 0.07
C -0.28 0.37 0.60

E (eV): -63302.15290
Molecular weight (g mol⁻¹): 516.38
LUMO level (Ha): -0.067
SMILES string: CCOP(=O)(CCC1=C(OC(=O)c2ccccc2)C(=O)C(CCO)=C(P(=O)(O)O)C1=O)OCC



# 3
Here is a single C21H26O3 molecule at a distorted geometry from the OMol25 dataset. Energies are from wB97M-V/def2-TZVPD.

Cartesian coordinates (Å):
O (3.4757, 2.4514, 2.0477)
O (1.5934, -6.4102, -0.5635)
O (-2.1545, -2.3408, -0.5387)
C (2.5874, 2.4322, 1.2084)
C (2.6744, 1.6401, 0.0481)
C (-0.6072, -2.7031, 1.8017)
C (1.5581, 1.4064, -0.7775)
C (-1.4311, -1.6075, 1.6897)
C (-0.1211, -5.2073, -1.6101)
C (-1.0634, -4.1886, -1.6384)
C (0.5883, -4.5554, 0.5666)
C (0.6855, -5.4009, -0.5300)
C (-1.1689, -3.3115, -0.5573)
C (-0.3764, -3.5314, 0.5966)
C (1.8657, 0.7544, -2.1105)
C (-3.3619, -0.6088, 0.5502)
C (1.0536, 4.4177, -0.6175)
C (-0.8671, 4.0988, 0.8405)
C (1.4343, 3.3302, 1.5356)
C (-0.7512, 1.1393, 0.3407)
C (-0.9620, -0.2111, -0.3327)
C (0.2305, 2.0830, -0.4456)
C (-1.9560, -1.1888, 0.3434)
C (0.4427, 3.4411, 0.3571)
H (1.4406, -7.0686, -1.2887)
H (3.6157, 1.2261, -0.2502)
H (-0.2047, -3.0306, 2.7283)
H (-1.6982, -1.0145, 2.5482)
H (-0.0309, -5.8259, -2.4752)
H (-1.6419, -3.9696, -2.5200)
H (1.2616, -4.7516, 1.4109)
H (1.4722, 1.3793, -2.9306)
H (1.3971, -0.2322, -2.1810)
H (2.9495, 0.6171, -2.2791)
H (-3.7635, -0.2598, -0.3953)
H (-3.2879, 0.2348, 1.2627)
H (-4.0665, -1.3662, 0.9560)
H (1.9150, 3.9717, -1.1067)
H (1.4254, 5.3035, -0.0892)
H (0.3453, 4.7396, -1.4006)
H (-1.6455, 3.9857, 0.0625)
H (-1.2021, 3.6022, 1.7671)
H (-0.7040, 5.1753, 1.0793)
H (0.9077, 2.8591, 2.3630)
H (1.7413, 4.3345, 1.9242)
H (-1.7412, 1.6199, 0.4135)
H (-0.3649, 0.9809, 1.3507)
H (-1.3023, -0.0399, -1.3472)
H (0.0203, -0.7293, -0.3949)
H (-0.2068, 2.3294, -1.4120)

Atoms 1-6, force components in eV/Å:
O 0.73 -0.42 -0.14
O 0.73 -1.22 -0.06
O 0.58 0.08 0.11
C 0.96 1.54 2.84
C -3.39 -1.40 -3.26
C -1.88 1.68 -1.59

Energy above the lowest of the compared OMol25 structures with the same formula, charge and spin (kcal/mol): 20.2
E (eV): -28340.43833
Molecular weight (g mol⁻¹): 326.44
LUMO level (Ha): 0.010
SMILES string: CC1=CC(=O)CC(C)(C)[C@@H]1CC[C@]1(C)C=Cc2cc(O)ccc2O1



# 4
Here is a molecular structure, C21H27AgCl2N2O2Sb at a distorted geometry from the OMol25 dataset. Energies are from wB97M-V/def2-TZVPD.

Cartesian coordinates (Å):
Ag (1.2866, -0.6245, 0.6992)
O (3.0386, -2.0541, 0.6352)
C (3.3075, -3.1271, 0.0046)
C (4.6574, -3.6687, -0.0023)
C (4.9339, -4.8531, -0.6295)
C (3.9724, -5.5963, -1.2937)
C (2.6450, -5.1678, -1.3035)
C (2.3082, -3.9357, -0.7347)
C (0.9428, -3.5218, -0.8880)
N (0.3958, -2.3263, -0.6173)
N (-0.8056, -2.1782, -1.1423)
C (-1.3983, -1.0059, -0.9415)
O (-0.9783, -0.0651, -0.2079)
C (-2.6898, -0.8387, -1.7003)
C (-3.3593, -1.9574, -2.2058)
C (-4.5000, -1.7737, -2.9738)
C (-4.9784, -0.4967, -3.2125)
C (-4.3332, 0.5937, -2.6696)
C (-3.1889, 0.4186, -1.9171)
H (5.4327, -3.1020, 0.5120)
H (5.9496, -5.2247, -0.6025)
H (4.2228, -6.5497, -1.7663)
H (1.8824, -5.7844, -1.7910)
H (0.2463, -4.2410, -1.3487)
H (-2.9295, -2.9537, -2.0510)
H (-4.9741, -2.6383, -3.4404)
H (-5.8415, -0.3338, -3.8572)
H (-4.7178, 1.5943, -2.8336)
H (-2.6404, 1.2512, -1.5079)
Cl (2.1054, -0.3997, -2.5373)
C (3.6351, -0.0237, -1.7273)
Cl (3.4372, 1.2182, -0.3751)
H (4.3581, 0.4048, -2.4449)
H (3.9877, -0.9208, -1.2535)
C (0.6382, 4.3905, 3.3482)
C (0.9519, 2.9187, 3.4486)
Sb (0.1373, 1.6441, 1.7999)
C (0.0329, 3.1706, 0.2004)
C (-1.1898, 4.0774, 0.2658)
C (-1.9705, 1.4947, 2.4327)
C (-2.4339, 2.6019, 3.3527)
H (1.1430, 4.9585, 4.1363)
H (-0.4293, 4.6186, 3.4278)
H (0.9576, 4.7770, 2.3841)
H (0.5658, 2.4888, 4.3667)
H (2.0373, 2.7757, 3.4414)
H (-0.0021, 2.6083, -0.7405)
H (0.9655, 3.7392, 0.2562)
H (-2.1050, 3.4880, 0.1925)
H (-1.1824, 4.7800, -0.5842)
H (-1.2482, 4.6524, 1.1807)
H (-2.0817, 0.5247, 2.9105)
H (-2.5544, 1.4865, 1.5187)
H (-1.7821, 2.6876, 4.2197)
H (-3.4536, 2.4255, 3.7017)
H (-2.4075, 3.5734, 2.8650)

Atoms 1-6, force components in eV/Å:
Ag -0.15 0.09 0.32
O 0.30 0.05 -0.16
C 0.15 -1.23 -0.53
C -1.17 0.76 0.10
C 0.52 -0.07 -0.09
C -0.87 -0.89 -0.29

Energy above the lowest of the compared OMol25 structures with the same formula, charge and spin (kcal/mol): 0.0
E (eV): -64872.30980
Charge: -1
Molecular weight (g mol⁻¹): 639.99
LUMO level (Ha): 0.100



# 5
Here is 2 unconnected molecules or ions with the total composition C21H27BF3N4O6 at a distorted geometry from the OMol25 dataset. Energies are from wB97M-V/def2-TZVPD.

Cartesian coordinates (Å):
C (-1.8638, -0.7504, -3.7057)
C (-1.9796, -2.3826, -3.8059)
O (-1.1028, -2.9955, -4.6442)
N (-2.9728, -3.2663, -3.0842)
C (-3.3026, -2.7721, -1.6931)
C (-2.0171, -2.6065, -0.6892)
C (-1.9575, -3.7538, 0.5176)
C (-0.5047, -3.7121, 1.3452)
C (-0.0818, -2.1450, 1.5862)
C (-1.0212, -1.2477, 2.6014)
C (-0.6815, 0.3458, 2.8503)
C (-1.6858, 1.1816, 3.8439)
C (-3.2520, 0.5961, 3.8103)
F (-3.7471, 0.3608, 2.4220)
C (0.6176, 0.9633, 2.0455)
C (0.9842, 2.5540, 2.2075)
C (2.3211, 2.8712, 3.1020)
O (3.3169, 3.5672, 2.2221)
C (1.8291, 3.9386, 4.2919)
N (0.6706, 3.3648, 5.1271)
C (1.5704, 0.0515, 1.0275)
N (2.7118, 0.7597, 0.3549)
C (3.4737, -0.1413, -0.5751)
C (3.1119, -1.7162, -0.7694)
N (1.9991, -2.4726, -0.0986)
C (1.2386, -1.5209, 0.7805)
H (-0.7623, -0.4740, -4.0738)
H (-1.9166, -0.3635, -2.5879)
H (-2.5870, -0.1597, -4.4267)
H (-3.8783, -3.1420, -3.6297)
H (-3.8453, -1.7245, -1.7998)
H (-4.0874, -3.4747, -1.1346)
H (-0.9654, -2.6637, -1.2215)
H (-2.0826, -1.4991, -0.2481)
H (-2.8692, -3.7066, 1.2499)
H (-1.9474, -4.8067, -0.0407)
H (0.3309, -4.3607, 0.8033)
H (-0.6639, -4.2173, 2.4086)
H (-1.9407, -1.7814, 3.1365)
H (-1.3306, 1.0209, 4.9714)
H (-1.7379, 2.3430, 3.6197)
H (-4.0160, 1.3740, 4.2935)
H (-3.2331, -0.4187, 4.4361)
H (1.2131, 2.9553, 1.1080)
H (0.0327, 3.1581, 2.5720)
H (2.7865, 1.8917, 3.5434)
H (4.0542, 2.9235, 1.9897)
H (2.7268, 4.2220, 5.0173)
H (1.4435, 4.9097, 3.7176)
H (0.6933, 2.3032, 5.0576)
H (-0.2595, 3.6218, 4.6835)
H (4.3793, 0.3139, -1.1946)
H (3.7982, -2.3353, -1.5238)
B (2.6321, 1.8138, -6.8062)
O (1.1976, 1.6462, -6.5496)
C (1.0450, 1.5145, -5.2250)
O (-0.0316, 1.3575, -4.6722)
C (2.3268, 1.5873, -4.5781)
O (2.5329, 1.5030, -3.3783)
O (3.2878, 1.7648, -5.4949)
F (2.8802, 3.0981, -7.4425)
F (3.1195, 0.7342, -7.6505)

Atoms 1-6, force components in eV/Å:
C 1.37 -0.20 0.31
C 4.29 -2.20 -4.20
O -5.65 3.58 5.20
N -0.20 1.82 -0.37
C -0.59 1.08 1.22
C 0.31 0.44 0.56

E (eV): -49280.83078
Charge: -1
Molecular weight (g mol⁻¹): 499.28
LUMO level (Ha): 0.025